# 1
ORCA calculation (ωB97M-V/def2-TZVPD) on the molecule C5H12O.

Each line ends with the Löwdin charge.
Element x y z (Å)
C  1.77562  0.62400  0.47444  -0.054
C  0.25765  0.51694  0.39685  -0.376
C  -0.45947  1.82119  0.56802  -0.063
C  0.20586  -1.40991  -0.77933  -0.241
C  -1.14804  -2.00316  -0.55841  -0.200
O  -0.09854  0.10293  -1.07491  -0.103
H  2.25195  -0.33350  0.69636  0.075
H  2.15279  0.97621  -0.48732  0.090
H  2.05634  1.36518  1.23645  0.084
H  -0.10284  -0.23079  1.11956  0.127
H  -1.53676  1.66575  0.45407  0.083
H  -0.27144  2.21669  1.56835  0.090
H  -0.10754  2.52985  -0.18392  0.090
H  0.66513  -1.75026  -1.70136  0.044
H  -0.98557  -3.07501  -0.41674  0.071
H  -1.88153  -1.88106  -1.38637  0.062
H  -1.65177  -1.63960  0.35798  0.062
H  -1.02939  0.22855  -1.42174  0.159

- ΔE to the lowest compared entry with this formula, charge and spin: 4.740 eV
- E_LUMO: 0.76 eV


# 2
ORCA calculation (ωB97M-V/def2-TZVPD) on the molecule C8H14N4O5.

Each line ends with the Löwdin charge.
Element x y z (Å)
C  -1.46405  -1.45772  0.47108  -0.286
C  0.05449  -1.04125  0.25065  -0.381
C  -2.49362  -0.30859  0.60732  -0.067
C  -2.84168  0.38918  -0.76444  -0.537
C  1.65329  -0.02944  -1.26211  -0.220
C  2.79624  -1.01804  -0.91005  -0.485
C  1.78834  1.41073  -0.96071  -0.053
C  1.66555  1.89710  0.47685  -0.524
H  -0.94983  -1.86428  2.35841  0.059
H  -1.15106  -3.17274  1.44936  0.097
H  -1.86557  -2.01648  -0.41234  0.154
H  -3.45322  -0.68607  0.98542  0.120
H  -2.19404  0.42026  1.36034  0.120
H  -4.29645  1.45354  0.22461  0.121
H  -4.03514  1.82106  -1.46649  0.119
H  -0.43402  -0.57437  -1.63914  0.146
H  1.74144  0.02874  -2.31943  0.148
H  1.02122  1.97553  -1.50706  0.139
H  2.70434  1.80717  -1.34076  0.135
H  2.51695  1.81137  2.25525  0.139
H  2.28264  0.30206  1.45180  0.067
H  3.50414  0.13923  0.46711  0.074
N  -1.59977  -2.26333  1.69759  0.035
N  -3.73743  1.36000  -0.61816  0.170
N  0.37054  -0.63950  -0.98306  0.151
N  2.42677  1.28673  1.39072  0.151
O  0.82333  -1.07781  1.21894  0.042
O  -2.37238  -0.05898  -1.77929  0.046
O  2.79892  -2.10302  -1.45001  0.116
O  1.03468  2.89750  0.76948  0.073
O  3.70538  -0.68860  -0.02187  0.134

- ΔE to the lowest compared entry with this formula, charge and spin: 1.354 eV
- E_LUMO: 0.51 eV
- SMILES string: NC(=O)C[C@H](NC(=O)[C@@H](N)CC(N)=O)C(=O)O


# 3
ORCA calculation (ωB97M-V/def2-TZVPD) on a structure of composition C31H50FeO2P2.

Each line ends with the Löwdin charge.
Element x y z (Å)
Fe  2.43939  0.73393  -0.33015  0.617
C  0.68309  -2.30514  -1.35742  -0.153
C  1.95882  -2.13116  -0.75096  -0.177
C  0.37498  -2.19711  0.91593  -0.136
C  -0.27548  -2.43695  -0.32427  -0.128
C  1.76720  -2.03203  0.66674  -0.174
C  0.45875  -2.52718  -2.80131  -0.008
H  1.12729  -1.91179  -3.42263  0.085
H  -0.57407  -2.30832  -3.10537  0.072
H  0.66231  -3.58055  -3.06161  0.119
C  -1.64214  -2.98023  -0.45069  0.005
H  -1.92562  -3.10522  -1.49975  0.083
H  -2.36014  -2.31319  0.04950  0.069
H  -1.71232  -3.96475  0.04299  0.120
C  -0.28316  -2.32663  2.22895  0.003
H  -0.42579  -3.39353  2.47570  0.123
H  -1.28170  -1.86128  2.21102  0.076
H  0.30126  -1.87529  3.04011  0.076
C  2.84229  -2.06171  1.68334  -0.012
H  3.36806  -3.03139  1.65444  0.117
H  2.44413  -1.92172  2.69689  0.083
H  3.60284  -1.28289  1.50608  0.063
C  3.24134  -2.29466  -1.46117  -0.003
H  3.49172  -3.35070  -1.63936  0.122
H  4.05582  -1.85260  -0.87787  0.070
H  3.19070  -1.80438  -2.44323  0.085
C  1.98329  2.16601  -1.61881  -0.224
C  2.56744  1.04400  -2.31390  -0.200
C  4.00623  1.03311  -2.74224  -0.152
C  5.04762  0.67310  -1.60945  -0.166
C  4.45927  0.62508  -0.23243  -0.219
C  3.90374  1.79890  0.40057  -0.222
C  3.91930  3.15971  -0.26786  -0.156
C  2.80100  3.40218  -1.32525  -0.165
H  4.31129  1.99570  -3.19286  0.122
H  5.88291  1.39528  -1.65984  0.125
H  4.11015  0.26197  -3.52419  0.114
H  3.27534  3.79341  -2.24320  0.125
H  0.90452  2.33426  -1.69938  0.072
H  1.91551  0.37320  -2.88953  0.102
H  2.14507  4.21809  -0.98044  0.112
H  3.83923  3.92927  0.51742  0.120
H  3.99533  1.82040  1.49129  0.111
H  4.89730  3.32141  -0.74820  0.121
H  5.48788  -0.30941  -1.85005  0.108
H  4.90608  -0.14471  0.41209  0.111
P  -1.40066  0.70617  -1.78868  0.833
C  -2.82959  -0.31790  -2.29394  -0.266
H  -3.49297  0.29625  -2.91426  0.058
H  -3.35602  -0.65203  -1.39228  0.032
H  -2.48044  -1.19281  -2.85595  0.023
C  -2.25827  2.24231  -1.30383  -0.270
H  -2.86484  2.57031  -2.15695  0.052
H  -1.52153  3.01162  -1.04296  0.020
H  -2.91106  2.02943  -0.42423  0.013
C  -0.83595  1.15218  -3.48089  -0.297
H  0.01951  1.83446  -3.44608  0.016
H  -1.66945  1.61867  -4.01936  0.051
H  -0.52227  0.23553  -3.99617  0.030
P  0.56456  1.32397  1.70042  0.849
C  1.71889  1.05255  3.10415  -0.281
H  1.72491  1.95657  3.72400  0.054
H  2.73850  0.84007  2.76007  0.006
H  1.36064  0.19829  3.69481  0.041
C  0.64070  3.13928  1.47242  -0.252
H  1.54740  3.42837  0.92993  0.008
H  0.62397  3.61621  2.45792  0.059
H  -0.23758  3.44850  0.89241  0.046
C  -0.96964  1.29211  2.71449  -0.241
H  -0.80398  1.87393  3.63354  0.065
H  -1.22029  0.25843  2.97997  0.031
H  -1.81680  1.70937  2.15471  0.043
O  -3.99694  1.31568  0.84168  -0.069
C  -3.80268  0.10134  1.16806  -0.626
O  -2.73391  -0.54763  1.02604  -0.117
C  -4.97872  -0.61024  1.78047  -0.135
C  -4.90531  -1.97378  2.11429  -0.042
C  -6.01722  -2.65161  2.61722  -0.090
C  -7.23079  -1.96438  2.81524  -0.085
C  -7.30374  -0.58950  2.51036  -0.078
C  -6.18529  0.07559  2.00167  -0.025
H  -3.95720  -2.49456  1.96410  0.094
H  -5.94844  -3.71562  2.85793  0.098
H  -8.10651  -2.48617  3.20129  0.099
H  -8.23630  -0.04206  2.67306  0.102
H  -6.23275  1.13661  1.75573  0.112

- Multiplicity: 6
- E_LUMO (alpha / beta): -3.75 / -5.84 eV
- Net charge: +1


no.,largest force on an atom (eV/Å)
1,1.48
2,3.92
3,3.63